No. 1
{"formula": "C16H21BInN9", "method": "the ωB97M-V functional and the def2-TZVPD basis", "e_homo_ev": [-12.179, -12.179], "molar_mass_g_mol": 465.04, "gap_ev": [9.33, 7.97], "spin_multiplicity": 2, "s2": 0.76, "lumo_ev": [-2.8, -4.2], "e_tot_ha": -1329.9317, "charge": 1, "elements": ["In", "N", "N", "N", "N", "N", "N", "N", "N", "N", "C", "C", "C", "C", "C", "C", "C", "C", "C", "C", "C", "C", "C", "C", "C", "C", "B", "H", "H", "H", "H", "H", "H", "H", "H", "H", "H", "H", "H", "H", "H", "H", "H", "H", "H", "H", "H", "H"], "xyz": [[-0.014932, 0.149278, 0.300971], [-0.445510, -0.821971, -5.360646], [0.022084, 0.089287, 2.383776], [-0.872541, -1.366285, -1.068806], [0.086095, 0.065060, -4.493286], [1.692607, 0.063841, -1.080503], [1.441121, -0.028532, -2.403391], [-0.763647, -1.236579, -2.414827], [-0.745103, 1.277514, -2.483893], [-0.772107, 1.635645, -1.181415], [0.577064, 0.825268, -6.508798], [-2.285883, -0.683914, 2.604864], [-1.432282, 2.182881, -3.199895], [-1.008021, 0.283976, 4.544673], [-1.879216, -3.110985, -2.016281], [-1.545847, -2.491493, -0.820329], [2.606899, -0.187221, -3.052928], [-1.745932, 1.763715, 2.649124], [-1.907640, 3.158582, -2.344391], [0.710932, 1.073733, -5.171598], [-1.365630, -2.286042, -3.001071], [3.011125, -0.028271, -0.900974], [-1.222208, 0.358705, 3.020250], [3.637034, -0.186501, -2.131980], [-1.469462, 2.769010, -1.084638], [-0.159018, -0.376858, -6.566848], [-0.007792, -0.007039, -2.987468], [-2.418165, -4.032602, -2.144340], [-1.389348, -2.370780, -4.071813], [-0.264202, 1.017121, 4.854246], [0.948544, 1.412760, -7.330448], [-1.611801, 3.258579, -0.135478], [2.647486, -0.298598, -4.122601], [-1.748324, -2.800556, 0.192858], [-2.601574, 2.015866, 3.272538], [-1.557241, 2.095657, -4.265361], [-3.209988, -0.503085, 3.150676], [4.689408, -0.292768, -2.325400], [1.198721, 1.884781, -4.653178], [-0.482148, -0.925298, -7.436388], [-2.058706, 1.770385, 1.599813], [-2.487598, -0.608472, 1.528739], [-1.928827, -1.689745, 2.827818], [-0.962216, 2.507884, 2.796261], [-1.943408, 0.488904, 5.065724], [-0.655442, -0.706308, 4.829927], [3.432510, 0.020978, 0.090212], [-2.490769, 4.026997, -2.594095]], "forces_ev_per_a": [[-0.108, 0.005, -0.788], [-0.199, -0.284, -0.005], [0.494, -0.074, -0.923], [0.059, 0.288, 0.585], [0.172, 0.292, 0.142], [-0.097, 0.061, 0.728], [0.092, 0.049, -0.136], [-0.042, -0.189, -0.273], [0.048, 0.073, -0.127], [0.063, -0.158, 0.662], [-0.013, -0.014, -0.063], [0.455, 0.102, -0.081], [-0.112, 0.114, 0.103], [0.009, 0.008, -0.197], [0.003, 0.011, 0.088], [0.014, -0.043, -0.169], [0.110, -0.051, 0.087], [0.347, -0.298, -0.094], [-0.012, -0.014, 0.084], [-0.010, -0.003, -0.018], [-0.066, -0.072, 0.134], [0.014, -0.025, -0.156], [-0.834, 0.161, 0.609], [-0.008, -0.013, 0.087], [-0.017, 0.052, -0.181], [0.071, 0.077, 0.074], [-0.101, -0.090, -0.175], [0.010, 0.014, -0.048], [0.052, 0.075, -0.055], [-0.001, -0.001, 0.018], [0.006, 0.011, 0.033], [0.005, -0.055, 0.041], [-0.090, 0.008, -0.001], [0.007, 0.037, 0.005], [-0.033, 0.047, -0.034], [0.094, -0.106, -0.009], [-0.046, -0.028, -0.030], [-0.013, 0.004, -0.015], [-0.019, -0.016, -0.005], [-0.015, -0.023, 0.013], [-0.085, 0.078, -0.003], [-0.124, -0.015, 0.039], [-0.075, -0.031, 0.020], [-0.060, 0.061, 0.037], [0.024, -0.010, 0.034], [0.010, 0.001, 0.000], [0.009, 0.000, -0.004], [0.014, -0.016, -0.032]]}

No. 2
{"formula": "C16H21Br2NO3S", "method": "the ωB97M-V functional and the def2-TZVPD basis", "e_homo_ev": -9.317, "smiles": "C[C@@H](Br)C[C@@H]1C[C@@](S)(CCCBr)C(=O)N1.O=C1C=CC(=O)C=C1", "molar_mass_g_mol": 467.22, "gap_ev": 7.28, "spin_multiplicity": 1, "lumo_ev": -2.0, "e_tot_ha": -6448.7366, "charge": 0, "elements": ["Br", "Br", "S", "O", "O", "O", "N", "C", "C", "C", "C", "C", "C", "C", "C", "C", "C", "C", "C", "C", "C", "C", "C", "H", "H", "H", "H", "H", "H", "H", "H", "H", "H", "H", "H", "H", "H", "H", "H", "H", "H", "H", "H", "H"], "xyz": [[2.241801, 4.838604, -3.230607], [-2.901468, -1.127117, 4.998677], [-1.271193, 3.129863, 1.594434], [0.230336, -2.606566, -0.262734], [2.974408, -3.991929, -4.600970], [-3.190304, 2.019258, -1.464268], [-2.845444, 0.638069, 0.723904], [-0.135506, -1.958737, 4.392483], [0.064405, 2.589111, -1.092962], [2.958550, -3.710021, -2.261643], [0.861749, -2.926048, -1.260611], [2.268859, -3.363251, -1.170587], [-1.633416, -0.223215, 1.136895], [0.246194, -2.888473, -2.602060], [0.002362, 4.198044, -1.399544], [-2.514677, 1.617464, -0.384828], [2.342995, -3.672446, -3.603091], [1.529191, 4.843395, -1.319787], [-0.968719, 2.060616, 0.066802], [-1.524920, -1.559133, 3.556570], [-1.162029, -0.201048, 2.708550], [0.935885, -3.235243, -3.693116], [-0.404182, 0.504241, 0.305056], [0.001456, -0.013828, 2.756172], [-0.445591, -2.496037, 5.412271], [0.698310, 0.379298, 0.685251], [-0.172583, 1.991803, -2.097753], [-1.719153, -1.353574, 0.777466], [-1.932142, -2.447248, 2.902395], [-0.048994, 3.367084, 2.289985], [1.523509, 5.978058, -1.000916], [-0.786793, -2.566221, -2.650438], [-0.399736, 4.429194, -2.498468], [2.705937, -3.386176, -0.179499], [-1.681235, 0.714626, 3.267994], [-0.672400, 4.820997, -0.673930], [1.154694, 2.257198, -0.737653], [-0.443574, 0.016364, -0.782619], [2.280745, 4.182257, -0.713659], [0.336037, -0.913654, 4.719383], [-3.599782, -0.078250, 0.521556], [0.498807, -3.212318, -4.684204], [0.606077, -2.612733, 3.763370], [3.991537, -4.032274, -2.213265]], "forces_ev_per_a": [[-0.151, 0.007, 1.190], [0.694, -0.375, -1.145], [1.050, -0.084, -0.048], [0.328, -0.173, -0.492], [-0.472, 0.237, 0.753], [3.827, -2.647, 6.945], [0.210, -1.173, -2.514], [-1.045, 0.500, 0.926], [-0.568, 0.375, -0.314], [-0.018, 0.069, 0.501], [-0.359, 0.159, 0.555], [0.376, -0.135, -0.197], [2.611, 0.457, -0.111], [0.035, -0.054, -0.427], [0.775, 0.680, -0.506], [-1.271, 0.591, -2.597], [0.541, -0.275, -0.861], [-0.851, 0.076, 0.038], [1.170, -2.162, -1.314], [2.049, 0.068, -0.090], [-1.171, 0.534, 0.450], [-0.432, 0.166, 0.205], [-1.537, -0.205, -1.080], [-2.416, -0.579, -0.155], [0.836, 0.933, -2.443], [-2.377, 0.409, -0.388], [0.460, 1.271, 2.291], [-0.089, 2.525, 0.699], [0.722, 1.897, 1.418], [-1.078, -0.676, -1.403], [0.112, -2.517, -0.589], [0.012, -0.001, 0.025], [0.845, -0.705, 2.524], [-0.042, 0.009, -0.017], [1.199, -1.979, -1.349], [1.244, -1.558, -1.105], [-2.376, 0.893, -0.770], [0.236, 1.134, 2.176], [-1.552, 1.483, -1.091], [-0.800, -2.422, -0.789], [0.720, 1.861, -0.033], [0.048, -0.011, 0.023], [-1.472, 1.392, 1.149], [-0.029, 0.003, -0.039]]}

No. 3
{"formula": "C16H21ClN4S", "method": "the ωB97M-V functional and the def2-TZVPD basis", "e_homo_ev": -8.171, "smiles": "CC[C@H](C)c1ccc(NC(=S)NCCn2cc(Cl)cn2)cc1", "molar_mass_g_mol": 336.89, "gap_ev": 8.86, "spin_multiplicity": 1, "lumo_ev": 0.7, "e_tot_ha": -1699.7131, "charge": 0, "elements": ["Cl", "S", "N", "N", "N", "N", "C", "C", "C", "C", "C", "C", "C", "C", "C", "C", "C", "C", "C", "C", "C", "C", "H", "H", "H", "H", "H", "H", "H", "H", "H", "H", "H", "H", "H", "H", "H", "H", "H", "H", "H", "H", "H"], "xyz": [[-0.336901, 4.217503, 0.217141], [4.731960, -2.014724, -0.373195], [2.135356, -2.108565, -0.243416], [2.789883, 2.045028, -0.387669], [3.130693, -0.385474, 0.961948], [1.911524, 1.319188, -1.071092], [-1.298372, -1.122565, -1.122321], [2.215327, 3.127468, 0.173313], [0.885576, 3.091758, -0.198240], [0.750434, 1.936094, -0.980258], [-1.797810, -0.655229, 0.089658], [-0.014435, -1.616997, -1.222740], [4.122232, 1.543107, -0.191645], [0.306771, -1.240853, 1.123975], [-3.268291, 1.225494, -0.622906], [3.264277, -1.457092, 0.139129], [-3.181581, -0.066517, 0.194595], [-4.257526, -1.067233, -0.247605], [-0.980155, -0.740302, 1.207992], [4.164152, 0.613743, 1.040211], [-4.246406, -2.330770, 0.603806], [0.814732, -1.653145, -0.104826], [2.298478, -2.803637, -0.960279], [4.387150, 0.961244, -1.077324], [-5.027558, -3.014645, 0.280263], [5.130454, 0.106822, 1.074991], [-3.104525, 1.026902, -1.679522], [4.818846, 2.373057, -0.069065], [-4.250421, 1.678721, -0.508508], [-4.416155, -2.087339, 1.650548], [2.186797, -0.019351, 1.015283], [-3.287498, -2.838252, 0.522379], [-3.366514, 0.183509, 1.245325], [-5.234815, -0.585678, -0.169051], [-4.104646, -1.333577, -1.294807], [4.014001, 1.187429, 1.957632], [2.760673, 3.832842, 0.764899], [-0.121782, 1.542661, -1.458656], [0.903010, -1.342695, 2.018986], [-1.354910, -0.414851, 2.167881], [-2.519238, 1.938372, -0.285088], [0.363429, -1.959976, -2.174466], [-1.916210, -1.091493, -2.007272]], "forces_ev_per_a": [[-0.060, 0.082, 0.018], [0.591, -0.254, -0.302], [-0.089, -0.187, -0.093], [-0.281, 0.496, -0.009], [-0.522, -0.234, -0.109], [0.055, -0.653, -0.578], [-0.026, -0.046, 0.077], [-0.450, 0.103, -0.051], [0.347, -0.042, 0.117], [0.105, 0.314, 0.251], [0.011, 0.056, 0.252], [0.115, 0.005, 0.088], [0.388, -0.538, 0.318], [0.098, -0.204, -0.118], [-0.011, -0.102, 0.264], [0.098, 0.050, 0.181], [-0.192, 0.066, -0.335], [0.111, -0.036, 0.355], [-0.071, 0.059, -0.131], [0.305, 0.269, -0.143], [-0.080, 0.102, -0.208], [-0.418, 0.209, 0.165], [0.120, 0.124, 0.186], [-0.006, 0.136, 0.073], [-0.046, -0.119, 0.036], [-0.103, 0.134, 0.083], [0.018, -0.013, -0.152], [-0.061, -0.004, -0.056], [-0.104, 0.079, -0.035], [-0.012, -0.016, 0.139], [0.133, -0.004, 0.047], [0.057, -0.100, 0.037], [0.039, -0.048, -0.023], [-0.016, 0.041, -0.097], [-0.030, 0.069, -0.103], [0.027, -0.011, -0.044], [0.134, 0.160, 0.138], [-0.234, -0.107, -0.120], [0.075, -0.008, 0.049], [-0.065, 0.035, 0.090], [0.060, 0.125, -0.020], [0.073, 0.006, -0.119], [-0.086, 0.005, -0.119]]}

No. 4
{"formula": "C16H21IrN3O2S", "method": "the ωB97M-V functional and the def2-TZVPD basis", "e_homo_ev": [-20.859, -23.790], "de_lowest_ev": 0.0000, "molar_mass_g_mol": 511.65, "gap_ev": [7.13, 6.14], "spin_multiplicity": 6, "s2": 8.78, "lumo_ev": [-13.7, -17.7], "e_tot_ha": -1437.5218, "charge": 4, "elements": ["Ir", "S", "O", "O", "N", "N", "N", "C", "C", "C", "C", "C", "C", "C", "C", "C", "C", "C", "C", "C", "C", "C", "C", "H", "H", "H", "H", "H", "H", "H", "H", "H", "H", "H", "H", "H", "H", "H", "H", "H", "H", "H", "H", "H"], "xyz": [[-0.697299, 0.570855, -0.593230], [1.321855, -1.687950, 1.494857], [2.316951, 1.074429, -0.327006], [0.199430, 1.142436, 2.283672], [-1.496072, -1.658658, 1.120583], [-0.740156, 2.500201, -0.692648], [0.743515, -1.799152, -1.596780], [-1.570112, -1.372254, -2.118590], [1.371548, -3.469349, 1.183029], [-2.998457, -2.436094, 3.052005], [-1.760684, 1.027152, -2.367114], [1.250700, 0.734534, -0.605954], [-1.195838, 3.524223, -1.080373], [1.352691, -2.065643, -2.543566], [-2.975342, -0.153711, -0.575138], [-1.181387, -0.203485, -2.767964], [-2.663889, 1.048838, -1.238730], [2.269120, -2.606468, -3.500683], [-0.305352, 0.792025, 1.312365], [-2.278465, -1.912468, 1.936134], [2.870006, -1.545446, 2.387252], [-2.441822, -1.351905, -1.055251], [-0.954739, 4.907270, -0.902026], [-0.485777, 5.301085, -1.813258], [-4.024277, -2.042817, 3.044210], [-3.028316, 1.995171, -0.812598], [1.853684, -2.526837, -4.516651], [2.684742, -1.993722, 3.358822], [2.440355, -3.662342, -3.249329], [-2.479106, -2.116233, 3.969035], [1.199967, -3.962132, 2.136320], [-2.677592, -2.278859, -0.590996], [3.213869, -2.044110, -3.439972], [0.583059, -3.739112, 0.481552], [-1.194064, -2.320801, -2.433482], [-0.276153, 4.963253, -0.037012], [-0.464090, -0.166606, -3.591494], [-3.625891, -0.085018, 0.296844], [-1.901132, 5.434826, -0.724899], [2.339019, -3.740780, 0.765462], [3.637953, -2.074857, 1.826227], [-3.007961, -3.532076, 2.976564], [-1.408404, 1.947672, -2.846237], [3.121602, -0.501778, 2.503909]], "forces_ev_per_a": [[1.991, -2.426, 1.699], [1.393, -1.462, 0.259], [-3.510, -1.065, -0.972], [-1.580, -0.869, -2.812], [-0.235, 0.333, 0.418], [-1.192, 5.183, -1.172], [0.344, 0.435, -0.045], [0.916, -0.930, -2.621], [-0.599, 0.439, -0.416], [-0.701, 0.122, 0.500], [-0.728, -0.495, -1.982], [6.746, 1.023, 0.229], [3.223, -1.563, 2.591], [0.460, -0.631, 1.217], [-1.378, 0.826, -0.490], [-0.815, 1.157, -1.246], [-2.071, -0.069, -0.348], [0.299, 0.104, -0.867], [1.409, 1.218, 6.025], [1.391, -0.598, -0.030], [-0.469, 0.321, -0.433], [-2.334, -0.508, 1.407], [-0.963, 1.748, -0.410], [-0.069, 0.239, 0.034], [0.117, -0.223, 0.223], [-0.294, -0.770, -0.620], [0.243, -0.114, 0.178], [0.192, -0.257, 0.355], [-0.021, 0.185, -0.131], [-0.276, -0.134, -0.146], [0.118, -0.159, 0.262], [-0.581, -0.460, -0.111], [-0.209, -0.209, -0.129], [-0.039, 0.134, 0.117], [-0.267, -0.293, -0.433], [-0.214, 0.225, -0.292], [-0.257, -0.244, 0.277], [0.151, -0.237, -0.254], [0.234, 0.288, -0.105], [0.179, 0.062, 0.155], [0.114, -0.155, 0.126], [-0.099, 0.205, 0.075], [-0.671, -0.679, -0.180], [0.053, 0.301, 0.099]]}

Which value of charge does entry 3 give?
0

Look up the charge of the third one.
0